(1)
Entry from the Open Molecules 2025 dataset: 13 unconnected molecules or ions with the total composition C52H83F21O32 at a distorted geometry (wB97M-V/def2-TZVPD).

Geometry as XYZ:
```
188
Properties=species:S:1:pos:R:3:forces:R:3
C 8.5881 9.7028 32.1623 -0.190 -1.046 -1.142
C 9.5094 10.3341 31.1233 0.194 0.594 2.164
O 8.7277 10.9899 30.1288 0.625 0.579 -0.610
C 8.3709 10.2375 29.0894 -0.213 -1.183 0.478
O 8.5036 9.0353 29.0487 0.182 0.223 -0.244
O 7.7854 10.9668 28.1546 0.452 0.609 -0.240
C 7.5113 10.2603 26.9391 -0.380 -0.472 0.073
H 7.8781 10.4143 32.5786 0.560 0.319 0.401
H 9.2051 9.1446 32.8658 -0.269 0.238 0.408
H 7.9178 8.9847 31.6790 0.276 -0.254 -0.077
H 10.3799 9.7569 30.8122 -0.807 -0.741 -0.916
H 10.0732 11.0801 31.6971 -0.491 0.773 -0.448
H 8.3788 9.7445 26.5311 0.210 0.143 0.256
H 7.1532 10.9794 26.2103 -0.096 0.142 0.204
H 6.7605 9.5030 27.1601 -0.111 0.022 -0.237
C 0.5647 5.2877 32.4453 -0.046 0.312 0.084
C 1.2468 6.2935 33.3629 -0.998 0.046 0.240
O 2.6180 6.4961 33.0787 0.583 0.081 -0.059
C 2.9291 7.2261 31.9970 -0.748 -0.243 -0.107
O 2.1372 7.8033 31.2972 0.006 0.326 -0.003
O 4.2234 7.1300 31.8151 0.933 -0.210 0.827
C 4.8960 7.8480 30.8113 0.184 0.224 -1.280
H -0.2083 4.7744 33.0177 0.027 -0.133 -0.089
H 1.2936 4.5661 32.0788 -0.096 -0.093 -0.020
H 0.0766 5.7943 31.6146 0.176 -0.116 -0.148
H 1.1968 5.9330 34.3902 0.392 -0.034 -0.007
H 0.6908 7.2344 33.3561 0.225 0.109 -0.151
H 5.1488 8.8902 31.0158 -0.435 -0.016 0.669
H 4.3249 7.8288 29.8811 -0.007 -0.043 0.011
H 5.8524 7.3540 30.6501 -0.120 -0.216 0.044
C 1.8015 10.7244 34.8928 -0.328 -0.082 -0.256
C 0.8111 9.7238 35.4953 0.857 0.262 -2.098
O 0.3672 10.1549 36.7609 0.472 -0.056 0.422
C -0.8646 10.5748 36.9617 -1.224 0.027 0.575
O -1.8028 10.5177 36.2162 0.043 0.048 -0.600
O -0.9514 11.0377 38.2178 1.182 -0.170 -0.116
C -2.1723 11.5944 38.6636 -0.029 0.206 0.278
H 2.7135 10.7412 35.4861 0.029 0.511 -0.102
H 1.3210 11.6887 34.7115 0.160 0.235 0.805
H 2.0181 10.4675 33.8511 0.299 -0.645 0.187
H 1.3200 8.7650 35.5837 -0.151 -0.076 0.473
H 0.0798 9.6129 34.6921 -0.863 -0.104 0.826
H -1.9362 12.0044 39.6445 -0.053 -0.071 0.001
H -2.9309 10.8211 38.7785 -0.123 0.138 -0.257
H -2.4839 12.4219 38.0266 -0.207 -0.255 -0.155
C 8.0086 13.9531 34.0080 0.425 -0.098 -1.295
C 7.8607 13.5666 32.5312 -0.321 0.199 0.335
O 6.7923 12.6284 32.5055 -0.564 -1.701 0.252
C 5.8240 12.6344 31.6142 -0.806 1.554 -0.625
O 5.6182 13.5059 30.8104 0.372 0.023 -0.415
O 4.9751 11.6181 31.8052 1.197 -0.723 0.510
C 3.9309 11.4426 30.8775 -1.614 -0.549 0.152
H 8.9281 14.5403 33.9583 0.023 0.020 0.990
H 8.0802 13.0264 34.5769 0.530 0.096 0.071
H 7.1744 14.4986 34.4355 0.036 0.353 -0.408
H 8.7555 13.0455 32.1820 -0.039 -0.082 0.117
H 7.6927 14.3788 31.8231 -0.304 0.118 0.275
H 4.1553 10.9059 29.9538 0.801 0.513 -0.087
H 3.3770 12.3600 30.6910 0.302 0.117 -0.166
H 3.2424 10.7452 31.3623 0.000 0.157 0.225
C 12.1404 8.2520 38.8778 -0.897 -0.133 -0.581
C 10.9472 7.7710 39.6975 1.124 0.541 0.546
O 9.7028 8.1598 39.1075 0.513 0.148 -0.089
C 8.7409 8.4500 39.9766 -1.103 -0.662 -0.032
O 8.7168 8.1908 41.1517 0.386 0.158 0.333
O 7.7227 8.9774 39.3083 0.307 0.447 -0.783
C 6.4390 8.9890 39.9376 0.295 -0.005 -0.532
H 13.0559 8.0262 39.4201 0.043 -0.034 -0.059
H 12.0892 9.3175 38.6545 0.007 0.045 0.202
H 12.1201 7.7274 37.9206 0.313 0.005 -0.014
H 11.0122 8.2333 40.6817 -0.150 -0.212 0.114
H 11.0463 6.6914 39.8056 -0.560 -0.083 0.000
H 6.5465 9.3056 40.9707 -0.337 -0.306 0.071
H 6.0313 7.9977 39.7487 -0.174 -0.031 0.672
H 5.8199 9.6779 39.3670 0.178 0.191 0.078
C 4.5752 5.6370 38.1505 -1.342 -0.472 -0.863
C 4.9094 6.0944 36.7207 0.867 -0.470 1.040
O 5.1329 7.4905 36.7542 -0.232 1.242 0.832
C 5.2423 8.1786 35.6188 -0.504 -0.967 0.107
O 5.2778 7.6595 34.5375 0.293 0.187 -0.620
O 5.2364 9.4707 35.8910 0.377 0.292 0.746
C 5.6000 10.3218 34.8088 -0.436 0.821 -0.061
H 5.1109 6.0858 38.9788 0.343 0.121 -0.318
H 4.6795 4.5507 38.1872 0.360 0.008 0.082
H 3.5000 5.7759 38.2973 0.038 0.346 0.306
H 4.1042 5.8484 36.0301 0.187 -0.084 -0.151
H 5.8565 5.6164 36.4663 -0.194 -0.057 -0.560
H 6.5409 9.9917 34.3771 -0.354 -0.157 -0.511
H 5.7490 11.3402 35.1634 0.170 -0.282 0.657
H 4.7239 10.4440 34.1709 0.490 -0.538 -0.676
C 2.3181 3.6030 40.8772 -0.568 0.592 0.136
C 2.3105 2.1111 41.1611 1.149 0.863 0.473
O 1.2239 1.8815 42.0663 -1.246 -0.133 0.056
C 0.7989 0.6215 42.1766 1.076 0.774 -1.274
O 1.3630 -0.2963 41.6728 -0.070 -1.040 0.107
C -0.5361 0.5184 42.8803 -1.840 -0.032 1.508
F -1.5040 -0.0414 42.1352 0.712 0.232 -0.427
F -0.4850 -0.2372 43.9981 0.610 0.267 -0.345
F -0.9692 1.7337 43.2417 0.057 -0.153 -0.029
H 2.3732 4.2076 41.7834 -0.063 -0.315 0.217
H 1.3742 3.8799 40.4025 0.007 -0.038 -0.075
H 3.1160 3.9969 40.2480 0.188 -0.627 -0.148
H 3.1893 1.8193 41.7398 0.267 -0.117 -0.463
H 2.2492 1.5472 40.2325 -0.279 -0.317 0.244
C 6.8100 4.8171 33.5848 0.838 1.410 0.529
C 7.6927 5.1792 32.4105 -1.524 0.269 -0.561
O 9.0843 5.0283 32.7024 -0.027 0.726 -0.370
C 9.5959 3.8317 32.7560 0.847 -0.663 0.258
O 9.0752 2.7720 32.5807 -0.419 -0.021 -0.109
C 11.1249 3.8527 33.1036 -0.820 -0.303 -0.588
F 11.3213 3.2992 34.3042 0.114 0.121 0.072
F 11.7344 3.0874 32.1848 0.231 0.197 0.221
F 11.6621 5.0646 33.0833 0.151 0.062 0.103
H 5.7968 4.7187 33.2035 -0.078 -0.518 0.425
H 6.8274 5.6675 34.2718 -0.307 0.031 -0.074
H 7.2665 4.0315 34.1790 -0.629 -0.705 -0.465
H 7.5356 6.2159 32.1087 0.459 0.192 0.484
H 7.2912 4.6722 31.5274 1.084 -0.758 -0.042
C 4.6862 6.4620 41.7152 0.160 -0.489 -0.342
C 5.0845 7.1513 42.9991 0.114 -0.675 -0.195
O 3.9531 7.8165 43.5941 0.018 0.346 0.713
C 3.6928 9.0742 43.2733 0.102 -1.374 -0.235
O 4.1403 9.6594 42.3407 0.160 0.708 -0.290
C 2.7345 9.7040 44.2929 0.525 1.172 -0.354
F 3.4805 10.6290 44.9444 -0.215 -0.320 0.356
F 1.7725 10.3797 43.6679 -0.339 -0.171 -0.070
F 2.1985 8.8676 45.1578 -0.039 -0.084 0.131
H 4.4356 7.0818 40.8567 -0.208 0.451 0.401
H 3.8512 5.7941 41.9248 -0.096 0.107 -0.039
H 5.4859 5.8189 41.3423 0.172 0.018 0.287
H 5.9734 7.7787 42.9383 -0.316 0.428 -0.241
H 5.3217 6.3876 43.7396 -0.023 -0.024 -0.017
C 4.8845 14.1238 38.6439 -0.300 -1.718 0.083
C 5.8090 13.5273 39.6869 0.065 1.787 0.745
O 6.7114 12.5960 39.1245 -0.221 -1.195 -0.706
C 7.9049 12.9917 38.7173 -0.157 0.235 0.813
O 8.4460 13.9991 39.0551 0.327 0.352 -0.308
C 8.6022 11.9628 37.7999 -0.218 -0.671 0.734
F 9.4475 11.1920 38.4960 0.293 0.339 0.281
F 7.7478 11.1214 37.2278 -0.262 0.315 -0.530
F 9.2949 12.6269 36.8949 0.177 0.071 -0.594
H 5.3727 14.5221 37.7576 0.234 0.467 0.345
H 4.2031 14.7912 39.1666 0.018 0.296 -0.379
H 4.3147 13.2581 38.2892 -0.335 0.316 -0.189
H 5.2104 13.0460 40.4591 0.187 -0.442 -0.186
H 6.3447 14.3363 40.1920 0.300 -0.235 -0.064
C 3.4125 17.8672 38.1485 -0.436 -0.707 -0.120
C 4.3080 17.5728 36.9474 -1.388 1.458 0.537
O 3.8063 16.3024 36.4652 1.321 0.090 -0.446
C 4.5055 15.7665 35.4661 -0.715 -0.641 0.547
O 5.4529 16.1804 34.8792 0.158 0.619 0.118
C 3.9706 14.3603 35.1179 0.133 -0.161 -1.179
F 5.0432 13.5435 35.0733 -0.522 -0.070 0.309
F 3.0489 13.8606 35.9290 0.251 0.080 0.085
F 3.4518 14.3838 33.8670 0.091 0.030 0.495
H 3.6615 17.1593 38.9395 0.089 0.310 0.256
H 2.3804 17.6287 37.8829 0.014 0.054 -0.148
H 3.3859 18.8937 38.5055 0.532 0.005 -0.034
H 5.3568 17.6441 37.2290 0.134 -0.843 -0.289
H 4.1271 18.3236 36.1777 0.128 -0.126 -0.185
C 10.7380 0.8568 40.1833 0.936 1.024 -0.355
C 11.0652 1.9711 39.1835 0.019 -1.161 -0.210
O 9.9197 2.0827 38.3079 -0.786 -0.026 -0.079
C 9.5712 3.2630 37.8597 0.822 0.891 -0.490
O 10.0781 4.3264 38.0931 -0.037 -0.115 0.420
C 8.4717 3.1768 36.7929 -0.863 -1.826 1.133
F 7.3806 2.5342 37.3121 0.074 0.451 0.079
F 8.0783 4.3661 36.4042 0.288 0.022 -0.503
F 8.8732 2.3734 35.8041 0.133 0.824 -0.529
H 9.9817 1.2096 40.8786 -0.180 -0.614 -0.138
H 11.6563 0.6274 40.7269 -0.035 0.066 0.141
H 10.5323 -0.0180 39.5705 -0.611 -0.138 0.376
H 11.8173 1.5494 38.5130 0.419 0.607 0.170
H 11.3166 2.9467 39.5888 0.092 -0.125 0.022
C 7.1218 -0.2625 40.6068 -0.724 0.206 -0.498
C 6.7553 1.1231 40.1215 -1.373 0.176 -0.251
O 7.7528 2.0905 40.4775 1.250 -0.604 0.422
C 7.4154 3.3338 40.7182 -1.608 -0.262 -0.672
O 6.3684 3.8063 40.3586 0.362 0.529 0.460
C 8.4695 4.0889 41.5478 0.206 1.585 -1.129
F 8.6424 5.3486 41.0866 -0.280 -0.759 -0.116
F 8.0804 4.2351 42.8101 0.204 -0.756 0.220
F 9.6443 3.4730 41.4226 0.106 -0.044 0.788
H 8.1292 -0.5611 40.3282 0.116 0.159 0.380
H 6.4606 -0.9313 40.0501 -0.033 -0.105 0.130
H 6.8569 -0.3659 41.6563 0.572 -0.170 0.122
H 5.8136 1.4827 40.5466 0.072 -0.205 0.389
H 6.4895 1.1133 39.0625 0.898 0.303 -0.173
```
Positions in Å, forces in eV/Å.

E_HOMO = -10.53 eV
largest force on an atom = 2.38 eV Å⁻¹
relative energy (zero: lowest compared OMol25 entry of this formula, charge and spin) = 258.5 kJ/mol
2S+1 = 1
total energy = -177858.5113 eV
LUMO energy = 0.26 eV
charge = 0



(2)
Entry from the Open Molecules 2025 dataset: 9 unconnected molecules or ions with the total composition C28H58N6O11 at a distorted geometry (wB97M-V/def2-TZVPD).

Geometry as XYZ:
```
103
Properties=species:S:1:pos:R:3:forces:R:3
C -8.9347 3.1536 19.2722 -0.971 1.421 0.573
C -9.6508 2.6679 18.0325 0.351 0.435 -0.002
N -9.6720 3.6970 16.9380 0.637 -0.942 -0.106
C -10.1120 3.0653 15.6672 -0.198 1.025 0.659
C -11.4386 2.2928 15.6784 0.296 -0.811 -0.362
C -10.2154 5.0420 17.2537 -1.467 -1.531 -0.366
C -9.9488 6.1015 16.1835 0.712 -0.933 0.687
H -8.8814 2.4600 20.1113 0.641 -0.600 -0.549
H -9.5065 3.9216 19.7932 -0.179 0.468 -0.203
H -8.0158 3.6527 18.9646 0.325 -0.442 0.382
H -9.0762 1.7765 17.7806 0.183 0.134 -1.110
H -10.6205 2.2244 18.2584 -0.549 0.431 0.192
H -10.1230 3.8000 14.8622 -0.067 0.271 0.169
H -9.3204 2.3835 15.3564 -0.037 -0.278 0.184
H -11.5656 1.9082 14.6664 -0.003 -0.229 -0.093
H -11.3186 1.4297 16.3331 -0.195 -0.101 -0.041
H -12.4090 2.7330 15.9078 0.358 0.721 0.309
H -9.9192 5.3142 18.2667 0.332 0.185 -0.261
H -11.2997 4.9328 17.2780 -0.586 0.096 0.386
H -10.3089 7.0824 16.4939 0.213 0.015 0.113
H -10.4507 5.8410 15.2517 0.188 0.029 -0.026
H -8.8644 6.0451 16.0881 0.070 0.685 -0.584
O -13.1965 3.5297 25.7926 0.676 0.956 0.364
C -13.6997 2.6620 25.1589 0.209 0.094 -0.470
C -14.1092 2.6594 23.6878 -1.134 -0.624 0.733
C -14.4968 1.2127 23.5340 -0.970 -1.080 -1.627
C -14.8112 0.6134 24.8799 1.428 0.877 0.938
O -14.0709 1.5219 25.7788 -0.740 -0.885 -0.242
H -15.0094 3.2740 23.6778 -0.123 0.187 0.000
H -13.5229 3.0457 22.8540 0.618 0.017 0.815
H -15.3774 1.0965 22.9022 0.155 -0.059 -0.345
H -13.6857 0.6302 23.0970 0.029 0.102 -0.150
H -15.8500 0.5553 25.2050 0.008 0.325 -0.164
H -14.3559 -0.3723 24.9767 -0.131 0.038 0.175
O -13.5560 5.5062 22.9301 0.294 1.753 -1.995
C -13.3427 5.9881 21.8123 -0.303 -2.537 1.714
C -12.0603 5.8719 21.0346 0.352 0.385 2.194
C -12.4148 6.1424 19.6447 -0.585 -0.718 -1.111
C -13.8373 6.6608 19.6988 0.836 1.909 -0.748
O -14.2901 6.4857 21.0297 -1.408 -0.318 0.207
H -11.4432 6.6766 21.4341 0.388 -0.362 0.267
H -11.6442 4.8921 21.2693 0.363 0.365 -0.094
H -11.7447 6.8642 19.1778 0.010 -0.535 -0.445
H -12.5307 5.1723 19.1615 0.834 0.249 -0.635
H -13.8355 7.7399 19.5452 -0.200 0.173 -0.196
H -14.3744 6.2255 18.8561 -0.926 -0.229 0.838
O -11.6431 7.3758 27.3306 0.768 -0.438 0.539
C -12.5637 7.8406 26.7324 -0.217 -3.069 -0.408
C -13.6053 7.0460 25.8896 -0.180 1.033 0.203
C -14.6750 8.1380 25.6052 0.909 -1.298 0.138
C -13.8651 9.3771 25.7959 -1.139 1.587 0.806
O -12.7415 9.1192 26.6313 -0.214 1.643 -0.725
H -13.0481 6.7367 25.0054 -0.251 -0.193 -0.137
H -14.0292 6.1674 26.3758 0.480 0.060 0.048
H -15.0883 8.1471 24.5967 -0.281 -0.401 0.232
H -15.4274 8.0944 26.3926 -0.265 -0.163 -0.362
H -13.5968 9.8059 24.8304 0.412 0.309 0.292
H -14.4614 10.0258 26.4375 0.036 0.829 -0.755
C -19.5367 6.2688 20.6942 -0.200 0.694 0.651
C -18.7482 5.7616 19.5344 -1.550 -1.950 0.684
N -17.6906 6.4386 19.1961 2.133 1.389 -0.727
O -19.0389 4.7344 18.9363 -0.417 -0.345 -0.024
H -20.4936 6.6266 20.3142 -0.037 0.108 0.168
H -18.9836 7.0607 21.1993 -0.213 0.322 -0.118
H -19.7327 5.5403 21.4809 0.028 -0.408 -0.469
H -17.4108 7.3069 19.6296 0.116 -0.292 0.092
H -17.1231 5.9748 18.5012 0.225 0.552 -0.193
C -7.8226 8.7898 19.4297 -0.682 0.688 0.166
C -7.8964 7.4542 20.1231 3.041 -0.982 -1.132
N -8.9795 7.1024 20.7720 -2.289 0.708 0.642
O -6.9487 6.6594 20.1146 -0.246 0.846 -0.341
H -8.4406 9.4772 20.0073 0.198 0.385 0.122
H -8.2738 8.8336 18.4385 -0.006 -0.582 -0.113
H -6.8103 9.1802 19.3248 -0.060 -0.312 0.286
H -9.0012 6.2058 21.2365 -0.122 -0.447 0.245
H -9.8002 7.6846 20.8580 0.335 0.033 -0.187
C -9.8044 3.9076 24.4688 -0.167 0.658 0.387
C -9.5579 5.1216 23.5680 0.523 -2.119 -2.306
N -9.3181 6.3144 24.1194 -0.346 0.681 0.910
O -9.5256 4.9374 22.3277 0.147 0.160 1.866
H -9.3079 3.9617 25.4376 -0.103 0.426 0.044
H -9.4716 2.9589 24.0478 -0.129 0.389 -0.574
H -10.8798 3.8760 24.6435 -0.129 -0.200 0.137
H -9.0300 7.1133 23.5728 -0.237 -0.298 -0.256
H -9.7626 6.5169 25.0035 0.384 -0.050 0.219
C -13.7441 6.4706 15.2301 1.092 0.456 0.984
C -15.0803 6.8659 15.8132 0.274 -2.260 1.915
N -15.7364 7.7525 15.1214 -0.909 2.061 -1.944
O -15.5361 6.3858 16.8612 0.752 0.230 -0.844
H -12.9919 7.0878 15.7214 0.038 0.357 0.359
H -13.5380 6.7084 14.1865 -0.560 -0.544 -0.146
H -13.4271 5.4864 15.5752 -0.432 -0.215 -0.534
H -16.6831 8.0349 15.3318 0.256 -0.103 0.229
H -15.2693 8.1628 14.3255 -0.448 -0.031 0.052
C -15.0030 10.1375 21.1841 1.128 1.199 -0.635
C -16.4578 9.9542 21.4778 0.837 -2.816 1.250
N -17.1606 11.0113 21.9280 -0.359 -0.264 -0.459
O -16.9140 8.7964 21.4781 -0.015 1.809 -0.425
H -14.5578 11.0762 21.5138 -0.512 0.444 0.095
H -14.8906 10.1627 20.1002 0.124 -0.282 -0.128
H -14.2884 9.4280 21.6014 -0.778 -0.676 -0.071
H -18.1326 10.7431 21.9875 -0.220 0.717 0.155
H -16.8672 11.9518 21.7055 -0.264 -0.171 0.121
```
Positions in Å, forces in eV/Å.

E_HOMO = -8.04 eV
SMILES = CCN(CC)CC.O=C1CCCO1.O=C1CCCO1.O=C1CCCO1.CC(N)=O.CC(N)=O.CC(N)=O.CC(N)=O.CC(N)=O
largest force on an atom = 3.39 eV Å⁻¹
2S+1 = 1
total energy = -61440.9171 eV
LUMO energy = -0.14 eV
charge = 0



(3)
Entry from the Open Molecules 2025 dataset: a single C2H2N2OS molecule at a distorted geometry (wB97M-V/def2-TZVPD).

Geometry as XYZ:
```
8
Properties=species:S:1:pos:R:3:forces:R:3
C 0.0543 -0.7050 1.0728 5.174 2.652 -3.149
C 0.9013 0.7047 -0.5525 -0.452 -0.873 -1.595
N -0.7750 -1.1188 1.7529 -5.651 -4.293 4.182
N 0.7737 0.1286 0.5740 1.694 0.909 2.400
O -0.0996 0.2077 -1.3505 -0.519 0.439 -2.317
S -2.3816 -0.9264 1.4625 -0.945 0.211 0.373
H 1.6041 1.5030 -0.6229 0.004 0.430 -1.059
H -0.0771 0.2063 -2.3362 0.694 0.524 1.165
```
Positions in Å, forces in eV/Å.

E_HOMO (alpha / beta) = -6.47 / -8.43 eV
largest force on an atom = 8.24 eV Å⁻¹
relative energy (zero: lowest compared OMol25 entry of this formula, charge and spin) = 180.5 kJ/mol
2S+1 = 3
total energy = -17964.0066 eV
LUMO energy (alpha / beta) = 0.58 / -1.83 eV
charge = 0